DFT (ωB97M-V with the def2-TZVPD basis set) results for a 25-piece molecular cluster, C75H125N32O33 overall at a distorted geometry.

Computed properties:
- Frontier orbital gap: 7.3 eV
- Lowest unoccupied orbital energy: -1.839 eV
- Largest force on an atom: 7.86 eV/Å

```
! RIJCOSX wB97M-V def2-TZVPD def2/J DEFGRID3
* xyz 1 1
C 2.22 -1.58 -0.03
C 1.65 -0.11 -0.17
N 0.18 -0.02 -0.32
C -0.82 -0.40 0.62
C -2.07 0.01 0.06
N -1.84 0.59 -1.17
C -0.42 0.51 -1.39
C -2.85 1.09 -1.97
H 2.18 -2.09 -0.99
H 1.84 -2.14 0.82
H 3.26 -1.35 0.20
H 2.09 0.37 -1.05
H 2.04 0.46 0.67
H -0.54 -0.98 1.48
H -3.06 -0.01 0.49
H 0.19 0.89 -2.19
H -2.64 0.81 -3.00
H -2.85 2.18 -1.96
H -3.85 0.74 -1.71
C 5.03 -6.54 1.05
C 4.48 -5.54 1.94
C 3.35 -4.80 1.57
C 2.88 -5.02 0.25
C 3.30 -6.03 -0.55
C 4.39 -6.81 -0.18
O 4.87 -7.84 -0.89
O 2.74 -3.85 2.38
H 5.87 -7.15 1.35
H 5.06 -5.39 2.84
H 2.11 -4.37 -0.14
H 2.90 -6.16 -1.54
H 5.09 -7.81 -1.83
H 1.82 -3.85 2.10
C -4.45 2.28 -6.63
C -3.35 1.44 -6.64
C -3.14 0.59 -7.70
C -4.07 0.54 -8.79
C -5.07 1.46 -8.90
C -5.32 2.21 -7.74
O -6.40 3.00 -7.64
O -1.98 -0.20 -7.81
H -4.71 2.89 -5.79
H -2.67 1.49 -5.81
H -3.91 -0.11 -9.64
H -5.71 1.48 -9.77
H -7.25 2.68 -7.94
H -2.18 -0.76 -8.57
C 2.59 7.78 0.73
C 2.83 9.17 0.82
C 4.08 9.62 0.42
C 5.07 8.72 0.03
C 4.67 7.40 -0.29
C 3.51 6.92 0.19
O 3.25 5.57 0.32
O 4.26 10.99 0.33
H 1.76 7.19 1.09
H 2.06 9.82 1.21
H 6.01 9.13 -0.29
H 5.36 6.66 -0.68
H 2.31 5.38 0.36
H 5.12 11.18 -0.05
C 0.40 1.07 8.77
C 0.92 0.92 7.50
C 1.07 2.02 6.69
C 0.84 3.33 7.18
C 0.22 3.48 8.43
C -0.07 2.33 9.20
O -0.49 2.45 10.49
O 1.64 1.82 5.45
H 0.31 0.19 9.40
H 1.07 -0.07 7.11
H 1.03 4.21 6.58
H -0.16 4.43 8.76
H -0.79 1.67 10.97
H 2.16 1.01 5.38
C -4.73 3.41 1.08
C -5.20 2.54 2.05
C -4.27 1.88 2.86
C -2.90 2.03 2.72
C -2.46 2.85 1.65
C -3.37 3.61 0.92
O -3.00 4.36 -0.13
O -4.75 1.08 3.89
H -5.33 3.96 0.37
H -6.27 2.41 2.09
H -2.14 1.63 3.38
H -1.39 2.88 1.49
H -2.05 4.34 -0.24
H -5.69 0.96 3.71
C 6.03 -1.43 -0.14
C 6.05 -1.95 1.14
C 7.30 -2.10 1.75
C 8.44 -1.72 1.08
C 8.45 -1.28 -0.24
C 7.20 -1.14 -0.86
O 7.04 -0.76 -2.20
O 7.33 -2.47 3.06
H 5.10 -1.46 -0.69
H 5.08 -2.18 1.55
H 9.37 -1.69 1.64
H 9.31 -1.02 -0.84
H 6.13 -0.81 -2.48
H 6.62 -2.72 3.65
C 2.88 -4.65 -4.52
C 3.63 -5.78 -4.55
C 4.85 -5.87 -3.93
C 5.39 -4.76 -3.40
C 4.73 -3.55 -3.36
C 3.43 -3.53 -3.92
O 2.64 -2.43 -3.83
O 5.53 -7.06 -3.70
H 1.85 -4.65 -4.85
H 3.15 -6.67 -4.92
H 6.31 -4.85 -2.84
H 5.15 -2.67 -2.89
H 3.14 -1.61 -3.80
H 5.28 -7.77 -4.30
C -0.48 4.16 -2.73
C -0.03 4.27 -4.06
C 1.29 3.96 -4.28
C 2.21 3.69 -3.25
C 1.73 3.76 -1.91
C 0.33 3.87 -1.63
O -0.27 3.83 -0.46
O 1.66 3.99 -5.57
H -1.50 4.40 -2.50
H -0.80 4.60 -4.73
H 3.27 3.51 -3.36
H 2.35 3.76 -1.02
H 0.37 4.08 0.21
H 2.59 3.78 -5.66
C -6.37 -5.04 -2.29
C -6.12 -4.13 -1.20
C -5.31 -3.03 -1.46
C -5.01 -2.75 -2.82
C -5.11 -3.65 -3.83
C -5.72 -4.85 -3.54
O -5.89 -5.73 -4.46
O -4.80 -2.28 -0.41
H -6.91 -5.92 -2.00
H -6.57 -4.51 -0.29
H -4.54 -1.79 -2.97
H -4.87 -3.55 -4.88
H -6.33 -6.51 -4.11
H -5.10 -2.78 0.35
C -0.75 -4.52 1.62
O 0.33 -4.02 1.73
N -1.10 -5.69 2.12
N -1.78 -3.92 1.06
H -2.02 -6.02 1.84
H -0.34 -6.30 2.37
H -1.65 -3.16 0.40
H -2.71 -4.28 1.18
C 4.93 -2.90 5.34
O 4.60 -3.94 5.96
N 4.54 -2.52 4.16
N 5.86 -2.09 5.70
H 4.02 -3.05 3.48
H 4.84 -1.64 3.79
H 6.34 -2.43 6.52
H 5.84 -1.11 5.45
C -1.03 -3.50 -2.78
O -1.34 -2.43 -3.26
N -1.84 -4.52 -2.56
N 0.15 -3.92 -2.59
H -2.79 -4.32 -2.83
H -1.60 -5.39 -2.10
H 0.22 -4.80 -2.10
H 0.96 -3.43 -2.93
C -0.18 -1.71 4.72
O -0.43 -0.78 3.98
N -0.96 -2.65 5.18
N 1.02 -2.00 5.01
H -0.71 -3.52 5.64
H -1.91 -2.60 4.83
H 1.24 -2.80 5.59
H 1.66 -1.29 4.69
C 1.25 3.61 2.37
O 1.24 4.34 1.45
N 2.18 2.72 2.59
N 0.33 3.61 3.27
H 2.95 2.72 1.93
H 2.23 2.09 3.37
H 0.47 2.93 4.00
H -0.41 4.28 3.18
C 0.44 0.37 -5.23
O 1.13 0.48 -4.26
N 0.35 1.29 -6.13
N -0.26 -0.69 -5.56
H -0.16 1.12 -6.98
H 0.73 2.21 -5.94
H -0.27 -1.38 -4.82
H -0.80 -0.75 -6.41
C 4.40 0.58 4.47
O 3.52 0.06 5.13
N 5.54 0.98 4.94
N 4.52 0.39 3.17
H 6.31 1.17 4.31
H 5.58 0.95 5.95
H 5.15 0.84 2.53
H 3.81 -0.31 3.01
C -4.04 -2.48 3.15
O -3.57 -3.49 3.57
N -5.29 -2.43 2.96
N -3.37 -1.31 2.95
H -5.88 -3.18 3.28
H -5.73 -1.54 2.80
H -2.37 -1.41 3.02
H -3.81 -0.40 2.98
C 1.30 -4.94 6.63
O 0.09 -5.11 6.64
N 2.05 -4.99 5.56
N 1.96 -4.64 7.70
H 1.64 -4.95 4.64
H 3.00 -4.66 5.65
H 2.94 -4.42 7.65
H 1.46 -4.57 8.58
C -5.07 7.44 -0.85
O -5.25 7.42 0.35
N -4.23 6.64 -1.41
N -5.51 8.30 -1.65
H -3.96 6.74 -2.38
H -3.99 5.79 -0.92
H -5.52 8.07 -2.64
H -6.02 9.13 -1.39
C 5.39 2.37 -0.10
O 5.25 1.45 0.70
N 5.53 3.63 0.20
N 5.58 2.29 -1.42
H 5.25 3.82 1.15
H 5.42 4.29 -0.56
H 5.41 1.46 -1.97
H 5.76 3.14 -1.94
C -6.95 0.30 0.13
O -6.77 -0.29 1.21
N -7.67 1.34 -0.14
N -6.33 -0.05 -0.98
H -8.07 1.88 0.62
H -7.53 1.61 -1.11
H -6.54 0.39 -1.86
H -5.73 -0.85 -0.88
C -6.49 3.33 -2.55
O -5.92 2.33 -2.22
N -7.09 4.17 -1.70
N -6.88 3.66 -3.74
H -7.76 4.68 -2.26
H -7.09 4.37 -0.71
H -7.70 4.25 -3.77
H -6.65 2.94 -4.40
C 4.76 0.60 -4.07
O 4.56 -0.31 -3.28
N 3.92 1.12 -4.87
N 5.89 1.22 -4.15
H 2.94 0.94 -4.71
H 4.12 2.00 -5.32
H 6.72 0.97 -3.63
H 5.81 1.87 -4.93
C -9.29 -2.96 0.70
O -9.76 -2.21 -0.09
N -9.99 -3.71 1.45
N -8.10 -2.91 1.14
H -10.94 -3.75 1.13
H -9.58 -4.54 1.86
H -7.48 -2.22 0.74
H -7.78 -3.60 1.80
*
```